## 1
ORCA calculation (ωB97M-V/def2-TZVPD) on a single C7H10 molecule.

```
17
Properties=species:S:1:pos:R:3
C -1.99042 0.28237 0.33800
C -0.81708 0.15147 -0.62421
C 0.27579 -0.93994 -0.49741
C 1.35550 -0.03423 -1.10125
C 0.97250 1.01995 -0.07415
C 1.04303 0.30492 1.23489
C 0.61243 -0.93923 0.97795
H -2.56471 1.19014 0.09982
H -2.72239 -0.55237 0.31129
H -1.61414 0.35159 1.36488
H -1.23050 0.12287 -1.66620
H 0.08698 -1.91085 -0.96032
H 1.11340 0.33175 -2.10586
H 2.38258 -0.42383 -1.07602
H 1.45748 2.02051 -0.09193
H 1.28399 0.75363 2.19778
H 0.35557 -1.72874 1.67276
```

The gap between HOMO and LUMO is 0.3453 Eh. Its LUMO energy is 1.081 eV.

Results of the Mulliken charge analysis, in e, for atoms 1 through 4: -1.27 -0.07 -0.16 -0.56

=====

## 2
ORCA calculation (ωB97M-V/def2-TZVPD) on a 2-piece molecular cluster, C7H10 overall.

```
17
Properties=species:S:1:pos:R:3
C -0.16644 -1.62980 1.30789
C -0.19182 -1.76409 -0.22309
C -1.28620 -1.00126 0.58523
C -1.29636 0.47161 0.42371
C -0.24898 1.11913 -0.08567
C 0.94289 0.37811 -0.63972
C 0.80158 -1.06736 -0.99456
H -0.33308 -2.55842 1.84544
H 0.58854 -0.97908 1.74034
H -0.47085 -2.76263 -0.55508
H -2.24953 -1.50301 0.63358
H -2.18537 1.00714 0.74845
H -0.26522 2.20261 -0.18732
H 1.52577 3.73749 -1.42430
H 1.38156 0.92679 -1.48299
H 1.77081 0.34852 0.09598
H 1.60352 3.19493 -1.92625
```

The gap between HOMO and LUMO is 0.3056 Eh. Its LUMO energy is 0.394 eV.

Results of the Mulliken charge analysis, in e, for atoms 1 through 4: -0.65 0.01 -0.01 -0.43

=====

Last place for stability: 2

=====

## 1
ORCA calculation (ωB97M-V/def2-TZVPD) on C7H10 as an isolated structure.

```
17
Properties=species:S:1:pos:R:3
C 0.50972 1.27712 1.07748
C -0.79936 0.47946 1.32236
C -0.96082 -0.27313 -0.10812
C -1.04300 -1.54595 -0.80442
C 0.29090 -1.09318 -0.32914
C 1.03575 -0.00679 -1.07312
C 0.99112 0.99661 -0.30819
H 0.43585 2.56940 1.20482
H 1.51114 0.68487 1.77282
H -0.55251 -0.29697 2.14481
H -1.92535 0.95553 1.40230
H -0.93683 0.60865 -0.77739
H -1.42496 -1.27370 -1.77982
H -1.21159 -2.68140 -0.38859
H 0.76135 -1.93202 0.24019
H 1.79733 0.13587 -1.94195
H 1.39965 2.22500 -0.53824
```

The gap between HOMO and LUMO is 0.3586 Eh. Its LUMO energy is 1.052 eV.

Results of the Mulliken charge analysis, in e, for atoms 1 through 4: -0.20 -0.61 -0.26 -0.50

=====

## 2
ORCA calculation (ωB97M-V/def2-TZVPD) on a single C7H10 molecule.

```
17
Properties=species:S:1:pos:R:3
C 2.04592 -0.11205 0.00826
C 0.53946 0.07301 -0.00939
C -0.12784 1.46027 0.11203
C -1.42509 1.16878 -0.09334
C -1.47552 -0.32790 -0.15591
C -0.32179 -0.54439 -1.15816
C -0.41154 -0.69837 0.94988
H 2.51836 0.38925 -0.84503
H 2.49514 0.29301 0.92188
H 2.30651 -1.17772 -0.05080
H -0.25414 2.04446 1.01780
H -2.22395 1.89698 -0.03532
H -2.45096 -0.80768 -0.19315
H -0.38688 -0.00063 -2.10622
H -0.10681 -1.60338 -1.32167
H -0.52509 -0.28090 1.95869
H -0.19579 -1.77276 1.00043
```

As for the SMILES: C[C@]12C=C[C@H](C1)C2. The gap between HOMO and LUMO is 0.3503 Eh. Its LUMO energy is 1.037 eV.

Results of the Mulliken charge analysis, in e, for atoms 1 through 4: -1.57 0.77 -0.44 -0.59

=====

Last place for stability: 1

=====

## 1
ORCA calculation (ωB97M-V/def2-TZVPD) on a single C7H10 molecule.

```
17
Properties=species:S:1:pos:R:3
C -1.16068 -2.71151 0.46247
C -1.18950 -1.62358 -0.05592
C -1.20166 -0.32028 -0.74444
C -0.72093 0.84706 0.11049
C 0.26320 1.87068 -0.39467
C 0.68621 0.87044 0.64313
C 1.68826 -0.18533 0.23110
H -1.13304 -3.67970 0.91506
H -0.57813 -0.40997 -1.64154
H -2.21892 -0.12324 -1.10157
H -1.49068 1.28904 0.73601
H 0.12181 2.90418 -0.09096
H 0.66570 1.74893 -1.39790
H 0.80661 1.23273 1.66309
H 2.70250 0.22450 0.29293
H 1.63094 -1.08239 0.85470
H 1.52760 -0.49622 -0.80624
```

As for the SMILES: C#CC[C@@H]1C[C@@H]1C. The gap between HOMO and LUMO is 0.4013 Eh. Its LUMO energy is 1.132 eV.

Results of the Mulliken charge analysis, in e, for atoms 1 through 4: 0.05 -0.34 -1.05 -0.05

=====

## 2
ORCA calculation (ωB97M-V/def2-TZVPD) on a single C7H10 molecule.

```
17
Properties=species:S:1:pos:R:3
C 1.58568 -1.22525 -0.13849
C 0.37520 -0.31768 0.01174
C 0.37894 0.82993 1.05051
C -0.62738 1.52198 0.14772
C -1.53000 0.44175 -0.43993
C -1.06135 -0.88939 0.12300
C -0.18377 0.72018 -1.04186
H 1.30972 -2.28213 -0.04654
H 2.06537 -1.09613 -1.11508
H 2.34217 -1.00928 0.62614
H 0.09911 0.57716 2.08319
H 1.33892 1.35821 1.03828
H -0.94191 2.56047 0.16395
H -2.50261 0.69351 -0.85166
H -1.40169 -1.19894 1.12062
H -1.22620 -1.70276 -0.59229
H 0.11984 1.01031 -2.04100
```

As for the SMILES: C[C@]12C[C@@H]3[C@H](C1)[C@@H]32. The gap between HOMO and LUMO is 0.3820 Eh. Its LUMO energy is 1.091 eV.

Results of the Mulliken charge analysis, in e, for atoms 1 through 4: -1.34 0.71 -0.75 -0.46

=====

Last place for stability: 1

=====

## 1
ORCA calculation (ωB97M-V/def2-TZVPD) on a 2-piece molecular cluster, C7H10 overall.

```
17
Properties=species:S:1:pos:R:3
C -0.03111 2.16013 1.07720
C 0.60578 2.30236 -0.08294
C -0.52981 -0.17672 0.70087
C -1.27699 -0.46217 -0.57594
C -0.57201 -1.75675 -0.26096
C 0.84077 -1.71215 -0.73530
C 0.61425 -1.01631 0.56910
H -1.09565 2.35280 1.18196
H 0.48562 1.87107 1.98907
H 0.07967 2.58718 -0.99252
H 1.66965 2.09288 -0.17992
H -2.35734 -0.40172 -0.43773
H -0.97917 -0.05962 -1.54844
H -1.04635 -2.65050 0.12515
H 1.04382 -1.13263 -1.63666
H 1.41033 -2.63532 -0.65238
H 1.13853 -1.36254 1.45944
```

The gap between HOMO and LUMO is 0.3186 Eh. Its LUMO energy is 1.105 eV.

Results of the Mulliken charge analysis, in e, for atoms 1 through 4: -0.48 -0.51 -0.50 -0.36

=====

## 2
ORCA calculation (ωB97M-V/def2-TZVPD) on a single C7H10 molecule.

```
17
Properties=species:S:1:pos:R:3
C 1.59992 -1.17081 -0.16950
C 0.37022 -0.31953 -0.00367
C 0.28789 0.73982 1.12695
C -0.65921 1.47885 0.21782
C -1.50205 0.41010 -0.52060
C -1.04867 -0.95104 -0.04103
C -0.15261 0.79188 -1.00697
H 1.71493 -1.85020 0.68444
H 1.54154 -1.78015 -1.07812
H 2.50366 -0.55415 -0.23126
H -0.06233 0.40942 2.11486
H 1.23207 1.28192 1.22827
H -0.97421 2.52410 0.27246
H -2.46167 0.86675 -0.67019
H -1.46531 -1.35254 0.89145
H -1.12105 -1.70640 -0.83428
H 0.19998 1.18554 -1.94828
```

As for the SMILES: C[C@]12C[C@@H]3[C@H](C1)[C@@H]32. The gap between HOMO and LUMO is 0.3860 Eh. Its LUMO energy is 1.067 eV.

Results of the Mulliken charge analysis, in e, for atoms 1 through 4: -1.59 0.73 -0.59 -0.51

=====

Last place for stability: 1